{"formula": "C5H8N2O", "method": "ωB97M-V/def2-TZVPD", "spin_multiplicity": 1, "smiles": "CN[C@H]1[C@H]2C=NO[C@H]21", "e_lumo_ev": 1.0, "energy_ev": -10337.2123, "orbital_gap_ev": 9.36, "e_homo_ev": -8.40, "species": ["C", "N", "C", "C", "C", "N", "O", "C", "H", "H", "H", "H", "H", "H", "H", "H"], "xyz": [[-1.988302, -0.419992, 0.892139], [-1.097331, 0.313171, 0.003776], [-0.261364, -0.440665, -0.661184], [1.075615, 0.046342, -1.065600], [1.586457, 1.360880, -0.703956], [1.398261, 1.509328, 0.555211], [1.107295, 0.298275, 1.169026], [1.032521, -0.765649, 0.104662], [-2.419963, 0.384487, 1.676387], [-1.318783, -1.173476, 1.709166], [-2.752225, -1.135759, 0.311441], [-0.683959, 1.132810, 0.312637], [-0.568072, -1.117948, -1.403807], [1.460677, -0.433365, -1.949675], [1.940160, 2.113607, -1.279527], [1.489014, -1.672047, 0.329303]], "forces_ev_per_a": [[0.53, -0.56, 3.20], [-5.35, 0.32, 0.57], [3.53, -2.00, -0.99], [2.15, 0.13, -3.53], [-2.23, -2.38, 2.96], [1.27, 0.46, 0.60], [0.34, -1.15, -0.93], [-1.23, 1.75, 2.21], [0.26, -2.09, -2.14], [-1.70, 1.78, -2.40], [1.55, 1.97, 1.42], [0.12, 1.70, 1.14], [-0.89, -1.07, -0.45], [-0.01, 0.12, -0.39], [0.79, 2.25, -1.70], [0.86, -1.24, 0.43]], "mulliken_charge": [-0.744, -0.275, -0.726, -0.171, -0.292, -0.450, -0.218, -0.168, 0.296, 0.193, 0.230, 0.398, 0.481, 0.436, 0.557, 0.451]}


{"formula": "C3H4F2O", "method": "ωB97M-V/def2-TZVPD", "spin_multiplicity": 1, "smiles": "COC=C(F)F", "e_lumo_ev": 0.8, "energy_ev": -10655.6372, "orbital_gap_ev": 10.77, "e_homo_ev": -9.97, "species": ["C", "O", "C", "C", "F", "F", "H", "H", "H", "H"], "xyz": [[1.480809, 0.170307, 0.368665], [0.682785, 0.496776, -0.811590], [-0.390476, -0.303656, -0.566932], [-1.560162, 0.177666, -0.293409], [-2.061103, 1.421804, -0.043538], [-2.718542, -0.592201, -0.018626], [0.824969, 0.036583, 1.303065], [1.790718, -0.888883, 0.162664], [2.335126, 0.831931, 0.315334], [-0.384120, -1.350331, -0.415633]], "forces_ev_per_a": [[-0.15, -1.80, -0.56], [-0.18, -0.73, 1.68], [-0.85, 1.02, -0.92], [-5.78, 1.24, 1.93], [1.90, -0.94, -0.97], [2.66, 0.28, -0.74], [1.21, 1.22, -1.13], [0.39, 0.80, 0.40], [0.01, 0.13, 0.78], [0.80, -1.22, -0.46]], "mulliken_charge": [-0.700, -0.334, -0.180, 0.398, -0.219, -0.251, 0.319, 0.290, 0.269, 0.409]}


{"formula": "CHNOS", "method": "ωB97M-V/def2-TZVPD", "spin_multiplicity": 1, "e_lumo_ev": [-0.9, -0.9], "energy_ev": -15421.6305, "orbital_gap_ev": [7.54, 7.54], "e_homo_ev": [-8.44, -8.44], "species": ["C", "N", "O", "S", "H"], "xyz": [[-1.651110, -0.746505, 0.140031], [-0.434850, -0.582679, -0.147706], [-0.063276, -1.452181, -1.015820], [-3.085098, -1.113358, 0.681702], [0.117811, 0.359379, 0.134049]], "forces_ev_per_a": [[-1.56, 0.26, 1.64], [-0.21, 2.85, 0.93], [1.53, -0.85, -1.10], [1.48, 0.35, -0.72], [-1.23, -2.61, -0.74]], "mulliken_charge": [0.413, 0.056, -0.561, -0.221, 0.313]}


{"formula": "C6H28O8", "method": "ωB97M-V/def2-TZVPD", "spin_multiplicity": 1, "smiles": "CC(C)O.CC(C)O.O.O.O.O.O.O", "e_lumo_ev": -0.4, "energy_ev": -23056.9282, "orbital_gap_ev": 10.17, "e_homo_ev": -10.57, "species": ["C", "C", "C", "O", "H", "H", "H", "H", "H", "H", "H", "H", "C", "C", "C", "O", "H", "H", "H", "H", "H", "H", "H", "H", "O", "H", "H", "O", "H", "H", "O", "H", "H", "O", "H", "H", "O", "H", "H", "O", "H", "H"], "xyz": [[-2.585885, 0.261266, 3.065693], [-2.250594, 1.439515, 2.163507], [-2.819192, 2.758809, 2.642929], [-0.842858, 1.483475, 2.000975], [-3.653144, 0.126018, 3.232773], [-2.060145, 0.400500, 4.017871], [-2.247298, -0.681453, 2.630562], [-2.766417, 1.153701, 1.227703], [-2.338110, 3.034656, 3.589082], [-3.890950, 2.682603, 2.817737], [-2.644565, 3.605794, 1.975969], [-0.526235, 2.390832, 1.863033], [0.959474, -2.937040, -2.794508], [1.324847, -1.513628, -3.180231], [2.344867, -1.379666, -4.317595], [0.093291, -0.906659, -3.610650], [1.887657, -3.453153, -2.518797], [0.562973, -3.499904, -3.640780], [0.287334, -3.000939, -1.942537], [1.706687, -1.042854, -2.267835], [3.258406, -1.906007, -4.037021], [2.571223, -0.309620, -4.372232], [1.959705, -1.699247, -5.280813], [0.249677, -0.094060, -4.099471], [0.317423, 3.589479, 0.641616], [0.518518, 2.876523, 0.013401], [1.125042, 4.108272, 0.709364], [1.379713, 0.381969, 3.865822], [1.952949, -0.206950, 3.359737], [0.640239, 0.577003, 3.273027], [0.208547, -0.423572, 0.232022], [-0.324883, 0.193429, 0.787263], [0.538319, 0.124141, -0.498935], [-1.598207, -2.655234, 0.103254], [-2.179480, -2.334932, -0.594621], [-0.924560, -1.953972, 0.203406], [1.356784, 1.638532, -1.372938], [2.212557, 1.999663, -1.640075], [0.760900, 1.838292, -2.110364], [2.173425, -2.191222, 1.442554], [1.677290, -2.998728, 1.269873], [1.584676, -1.475632, 1.150227]], "forces_ev_per_a": [[0.61, 0.00, 0.56], [-1.40, -0.59, -0.40], [0.34, 0.27, 0.59], [0.16, -0.21, 0.01], [-0.06, 0.34, 0.03], [-0.25, -0.16, 0.03], [0.19, 0.11, -0.09], [0.52, 0.49, -0.28], [-0.14, -0.11, 0.04], [-0.02, -0.06, -0.03], [0.04, -0.25, -0.28], [-0.04, 0.00, -0.19], [0.93, -0.40, -0.29], [-0.66, -0.45, -0.63], [-0.02, 0.36, 1.13], [-0.25, 0.17, 0.47], [-0.11, 0.05, 0.13], [-0.23, 0.18, -0.02], [-0.16, 0.19, -0.06], [0.03, 0.31, -0.15], [0.05, 0.00, -0.29], [0.23, -0.05, -0.26], [-0.08, -0.27, 0.03], [0.26, -0.05, -0.03], [-0.07, -0.05, -0.12], [0.18, 0.15, 0.09], [-0.03, -0.04, 0.07], [0.02, 0.01, -0.19], [-0.10, -0.06, 0.08], [0.02, 0.03, 0.05], [-0.38, 0.36, 0.15], [0.51, -0.15, -0.11], [0.04, -0.25, 0.24], [0.19, 0.19, 0.09], [0.09, -0.02, 0.04], [-0.28, -0.18, -0.23], [-0.18, 0.38, -0.37], [-0.06, -0.17, 0.10], [0.13, -0.10, 0.10], [-0.01, 0.15, 0.02], [0.01, 0.09, 0.05], [-0.03, -0.18, -0.12]], "mulliken_charge": [-1.374, 0.870, -1.491, -0.326, 0.413, 0.326, 0.280, 0.071, 0.349, 0.403, 0.373, 0.255, -1.331, 1.059, -1.449, -0.582, 0.352, 0.365, 0.232, -0.009, 0.374, 0.360, 0.359, 0.309, -0.659, 0.401, 0.284, -0.683, 0.313, 0.313, -0.678, 0.441, 0.185, -0.658, 0.304, 0.319, -0.680, 0.280, 0.305, -0.681, 0.308, 0.394]}


Computed values of F_max (unit: hartree/bohr) for the preceding records, in sequence: 0.10490, 0.12098, 0.05838, 0.03061.
Computed values of energy above the lowest of the compared OMol25 structures with the same formula, charge and spin (unit: eV) for the preceding records, in sequence: 5.514, 2.322, 2.611, 0.639.